Record 1
{"formula": "C43H56BKN9S", "method": "wB97M-V/def2-TZVPD", "max_force_ev_per_a": 1.15, "homo_ev": -3.4082, "charge": -1, "energy_ha": -3188.14599, "orbital_gap_ev": 5.305, "species": ["N", "H", "C", "H", "H", "H", "C", "H", "H", "C", "H", "H", "N", "H", "H", "H", "H", "C", "C", "H", "C", "N", "C", "H", "C", "H", "C", "C", "S", "N", "K", "H", "H", "H", "C", "H", "H", "H", "C", "H", "B", "H", "H", "N", "C", "H", "H", "H", "C", "H", "C", "C", "C", "H", "C", "H", "N", "C", "C", "H", "H", "H", "C", "H", "C", "C", "H", "N", "C", "H", "C", "H", "C", "H", "H", "C", "H", "H", "C", "N", "H", "C", "C", "N", "C", "H", "H", "H", "H", "C", "H", "C", "C", "H", "C", "H", "C", "C", "C", "C", "H", "C", "C", "H", "C", "H", "H", "H", "H", "C", "H"], "xyz": [[-0.09911, 2.87719, 0.83512], [-1.93312, -3.39125, 4.25338], [2.94453, 4.66234, -0.18535], [1.64323, 1.83581, 2.67579], [-4.55955, 3.12123, 2.32291], [-4.44218, 2.33387, -2.74307], [-1.07596, -4.66028, -0.15491], [-1.94503, -1.44429, -3.32659], [1.13593, 5.69102, 2.01521], [4.36213, 1.75236, 2.01640], [2.23058, 2.09757, -0.86841], [4.43553, -1.98114, 0.89300], [2.28179, -0.63790, 0.08910], [-0.57248, -4.49820, 3.99415], [3.49786, 4.87792, -1.10384], [0.02491, 0.06191, -3.91351], [0.68682, -4.63544, 1.12162], [3.36889, 0.22339, 0.46645], [-4.95934, 1.37942, -2.63404], [6.25165, 2.59405, 1.44690], [-1.25615, 3.03743, -3.33441], [-1.03734, -0.25506, 2.64865], [-0.27475, 1.08255, -4.14196], [3.55379, -3.52314, 0.79971], [-0.82146, -3.43928, -0.77696], [-4.44266, -1.47740, -0.70911], [3.29802, 0.92327, 1.67465], [2.10338, 0.84741, 2.58909], [-1.92567, 3.96998, -2.05735], [-1.43575, 0.89545, 3.24597], [-0.53904, 0.53501, 0.03034], [-5.99555, 1.57374, -2.33459], [-0.82151, 4.51599, 3.52572], [5.21285, -0.97225, -1.88003], [-4.98914, 2.06013, 0.40210], [-2.36580, -6.36363, -0.13258], [1.62933, -3.63220, 3.24083], [4.31180, 2.28752, 2.95836], [5.44218, 1.93037, 1.16947], [-5.12039, -1.34765, -2.34256], [-1.96102, 2.18799, 2.52515], [-0.50737, -3.30849, 5.29055], [-0.61075, -0.85758, 5.86312], [0.21290, -2.57804, -0.29001], [-1.30327, 0.80094, 4.57995], [6.26402, 1.46393, -0.75798], [2.56985, -3.41261, -2.32624], [2.43240, -4.61609, -1.05151], [-0.01786, 1.58474, -5.39891], [1.72175, -2.20866, 4.29050], [1.88476, -3.83709, -1.58792], [3.78943, -2.59558, 0.27163], [-2.66460, -3.76806, -2.27543], [1.01667, 4.86924, -1.11038], [4.42306, 0.43305, -0.43223], [-0.23893, -1.77745, -3.00129], [-0.78754, 3.06834, 1.99227], [4.46132, -0.18080, -1.81166], [0.61586, 4.76590, 1.82977], [4.72501, 0.58305, -2.54397], [2.38933, 0.51732, 3.59087], [-1.20080, -0.89543, -1.83466], [-1.23152, -1.71052, -2.54929], [2.14418, 3.09368, -2.33399], [1.64887, 2.86920, -1.38477], [-0.36786, 4.19404, 2.60213], [0.47120, 0.98385, -6.15455], [-3.06002, 1.90112, 1.47700], [1.32060, -2.58647, 3.34498], [-4.98337, 0.87548, -3.60449], [1.55650, 4.11905, -0.52294], [0.65829, 2.48395, -1.62417], [-0.67387, -1.07431, 3.62988], [-0.27688, 3.36329, -6.60434], [4.33819, -2.87021, -0.63330], [5.45383, 1.28766, -0.05820], [1.34139, 0.16636, 2.22776], [-5.98655, 2.34992, 0.11549], [-1.04175, 3.60562, -4.63080], [-2.93735, 1.14193, 0.35272], [-2.47809, 2.84317, 3.40309], [2.50898, -1.87145, -0.06118], [-4.25974, 0.50798, -1.59596], [-0.86881, 1.74349, -3.13994], [-0.20484, -2.46480, 3.31362], [-1.36952, 4.62570, -4.78216], [-5.98159, -0.64990, -0.96287], [-3.25104, 0.30066, -1.96234], [1.77748, -2.00563, 2.54072], [-4.28658, 2.46462, 1.51310], [0.02148, -6.23953, 0.80122], [1.41157, -2.76544, -0.63725], [-2.15718, -5.41281, -0.61186], [2.89672, 5.58412, 0.39920], [0.73324, 3.90600, 0.71858], [-3.27489, -3.41409, -3.09831], [-0.23686, -5.19371, 0.97914], [-0.81297, -0.45247, 4.88422], [-4.98937, -0.82193, -1.39087], [-4.08407, 1.23601, -0.29481], [-0.78444, -5.15031, 1.92080], [-1.59293, -2.99395, -1.85855], [-2.95745, -4.97324, -1.65058], [3.51572, 3.92687, 0.39060], [-0.43621, 2.90127, -5.63488], [-3.80184, -5.56640, -1.97840], [-0.53951, -2.66311, 2.29288], [1.04077, -4.29443, -2.09773], [3.50173, -0.59591, -2.11444], [-0.84563, -3.47555, 4.26324], [-1.58545, 1.62468, 5.21527]], "forces_ev_per_a": [[0.0, 0.7, 0.6], [0.0, 0.0, 0.0], [0.1, 0.0, 0.0], [0.0, 0.0, 0.0], [0.0, 0.0, 0.0], [0.0, 0.0, 0.0], [-0.1, -0.1, 0.0], [0.0, 0.0, 0.0], [0.0, 0.0, 0.0], [0.0, 0.0, 0.0], [0.0, 0.0, -0.1], [0.0, 0.0, 0.0], [0.3, 0.4, -0.1], [0.0, 0.0, 0.0], [0.0, 0.0, 0.0], [0.0, 0.1, 0.0], [0.0, 0.0, 0.0], [-0.4, -0.3, -0.1], [-0.1, 0.0, 0.0], [0.0, 0.0, 0.0], [0.1, -0.1, -0.1], [-0.2, 0.3, 0.3], [-0.1, 0.0, 0.1], [0.0, 0.0, 0.0], [0.3, 0.2, 0.0], [0.0, 0.0, 0.0], [0.0, 0.0, 0.1], [0.1, 0.0, 0.0], [0.0, -0.2, -0.3], [0.0, 0.1, -0.2], [0.7, -0.6, -0.6], [0.0, 0.0, 0.0], [0.0, 0.0, 0.0], [0.0, 0.0, 0.0], [0.0, 0.0, 0.0], [0.0, 0.0, 0.0], [0.0, 0.0, 0.0], [0.0, 0.0, 0.0], [0.0, -0.1, 0.0], [0.0, 0.0, 0.0], [0.0, 0.0, 0.0], [0.0, 0.0, 0.0], [0.0, 0.0, 0.0], [-0.4, -0.1, 0.0], [0.0, -0.1, -0.1], [0.0, 0.0, 0.0], [0.0, 0.0, 0.0], [0.0, 0.0, 0.0], [-0.1, 0.1, 0.0], [0.0, -0.1, 0.0], [0.0, 0.0, 0.0], [0.0, 0.0, 0.0], [0.0, 0.0, 0.0], [0.0, 0.0, 0.0], [0.1, 0.0, -0.1], [0.0, 0.0, 0.0], [-0.1, -0.1, 0.0], [0.0, 0.0, 0.0], [0.0, 0.0, 0.0], [0.0, 0.0, 0.0], [0.0, 0.0, 0.0], [0.0, 0.1, -0.2], [0.0, -0.2, 0.1], [0.0, 0.0, 0.0], [0.0, -0.1, 0.1], [-0.1, -0.1, -0.1], [0.0, 0.0, 0.0], [0.0, 0.0, 0.0], [0.1, 0.0, 0.0], [0.0, 0.0, 0.0], [0.0, 0.0, 0.0], [0.1, 0.1, 0.1], [0.1, 0.0, -0.1], [0.0, 0.0, 0.0], [0.0, 0.0, 0.0], [0.0, 0.1, 0.0], [0.0, 0.0, 0.0], [0.0, 0.0, 0.0], [-0.1, 0.1, 0.2], [-0.5, 0.3, 0.6], [0.0, 0.0, -0.1], [-0.3, -0.5, -0.2], [0.1, 0.0, 0.0], [0.0, -0.1, -0.1], [0.0, 0.0, 0.0], [0.0, 0.0, 0.0], [0.0, 0.0, 0.0], [0.0, 0.0, 0.0], [0.0, 0.0, 0.1], [0.1, -0.1, 0.0], [0.0, 0.0, 0.0], [0.4, 0.2, 0.1], [0.0, 0.0, 0.0], [0.0, 0.0, 0.0], [0.0, -0.1, -0.1], [0.0, 0.0, 0.0], [0.0, 0.0, 0.0], [0.0, 0.0, 0.0], [-0.1, 0.0, 0.0], [-0.1, 0.0, -0.1], [0.0, 0.0, 0.0], [0.0, 0.0, 0.0], [0.0, 0.0, 0.0], [0.0, 0.0, 0.0], [0.0, 0.0, 0.0], [0.0, 0.0, 0.0], [0.0, -0.1, 0.0], [0.0, 0.0, 0.0], [0.0, 0.0, 0.0], [0.0, 0.0, 0.1], [0.0, 0.0, 0.0]]}

Record 2
{"formula": "C43H56N4O3PbSe", "method": "wB97M-V/def2-TZVPD", "max_force_ev_per_a": 2.16, "homo_ev": -7.0000, "charge": 0, "de_lowest_ev": 0.000, "energy_ha": -4711.24218, "orbital_gap_ev": 7.453, "species": ["H", "C", "H", "H", "C", "C", "H", "H", "C", "C", "O", "H", "H", "H", "H", "C", "H", "C", "N", "H", "C", "C", "H", "C", "C", "H", "C", "C", "H", "H", "H", "C", "H", "C", "C", "H", "C", "H", "C", "H", "H", "C", "C", "H", "H", "H", "H", "H", "H", "Pb", "H", "H", "H", "H", "C", "H", "C", "C", "H", "H", "C", "C", "C", "C", "C", "H", "H", "H", "H", "H", "H", "Se", "C", "H", "H", "C", "C", "C", "H", "O", "C", "H", "H", "C", "H", "O", "N", "H", "H", "H", "H", "C", "H", "C", "N", "C", "H", "H", "H", "C", "C", "H", "N", "C", "C", "C", "H", "C"], "xyz": [[-24.71428, 5.73448, -2.24515], [-20.41765, 7.60748, -0.54058], [-23.06497, 3.47340, 1.51448], [-21.84458, -4.27235, 0.66586], [-20.95446, 3.84125, 3.16386], [-18.12680, 7.69104, 2.30377], [-20.59825, -1.20982, -0.64543], [-25.29789, 4.04622, -1.97754], [-18.77179, 9.17623, -1.24617], [-18.33274, 6.31450, 2.19514], [-17.00134, 2.89679, -0.58185], [-20.43205, -3.22444, 0.46248], [-16.76191, 9.25914, 1.90417], [-24.62415, 0.70716, -6.85186], [-18.29989, 7.14156, -0.94374], [-25.40848, -0.49607, -4.48712], [-25.88448, -1.38172, -4.92068], [-22.20344, 6.71253, 0.24183], [-15.44812, 3.68774, 0.89222], [-23.91186, 2.18864, 2.36277], [-15.35732, 5.03684, 0.40859], [-24.41864, 4.68991, -2.26461], [-23.64679, 4.50390, -1.55683], [-16.36543, 2.77320, 0.44906], [-23.99554, -0.43480, -5.03825], [-20.53684, -2.77021, 2.89385], [-21.62755, -2.76303, 2.83619], [-21.52286, -0.83405, 1.24644], [-24.66354, 2.13030, -4.90008], [-24.00270, -1.49640, 2.07757], [-19.45313, 11.20960, -1.48260], [-23.21787, 0.69082, -4.34158], [-24.05494, -3.21744, 1.68808], [-21.08052, 9.94870, -0.88389], [-21.39114, 8.63796, -0.50179], [-21.98309, -3.80192, 2.96973], [-24.04936, -0.17802, -6.55560], [-23.07150, -0.03091, -6.99199], [-21.49601, 1.52094, -2.84968], [-23.92222, -2.61259, -5.26336], [-22.65769, 1.13534, 4.53386], [-23.56346, -2.23699, 1.41184], [-21.36244, 1.53948, 1.98087], [-15.63371, 1.31397, 1.88537], [-15.08760, 7.77906, 0.74477], [-21.80725, -3.04030, -0.60870], [-21.24541, 4.40910, 4.04058], [-22.93175, 5.98263, 0.60022], [-17.39416, 1.85323, 2.00881], [-19.49816, 4.07926, -1.19527], [-16.88675, 0.74693, 0.68417], [-22.05465, 5.53132, -3.29422], [-25.85154, 3.81138, -4.40542], [-23.32679, 6.52678, -4.00736], [-23.22818, 3.02430, 2.52388], [-22.32448, -1.75877, -5.20401], [-16.57463, 1.56684, 1.30041], [-20.50473, 0.88061, -0.16354], [-24.71608, 4.30872, -5.66745], [-21.77783, 10.75437, -0.89322], [-16.00310, 7.36478, 1.21216], [-22.03354, -2.24652, 1.48098], [-22.86316, 5.53753, -4.03034], [-23.20077, 3.06873, -3.61608], [-23.76911, 1.98938, -4.31242], [-23.92153, -1.96968, 0.42833], [-21.91872, -2.13040, 3.68678], [-22.40637, 5.29286, -4.99798], [-23.41659, 8.42570, 0.23296], [-18.94848, 8.31571, 2.63745], [-19.91626, 3.58853, 3.33060], [-19.84652, 1.20527, -1.94963], [-25.03397, 4.51319, -4.65121], [-25.43379, 5.52762, -4.70912], [-21.00430, 1.56507, 4.78909], [-16.93747, 8.20647, 1.78471], [-21.84100, 2.58298, 3.01704], [-22.07976, 0.50673, -3.58518], [-17.72330, 9.40426, -1.47775], [-20.20602, 3.11483, 0.64210], [-23.32905, -1.78254, -4.80256], [-15.27486, 3.60855, 1.90025], [-21.68475, -0.47791, -3.53977], [-21.51513, -3.21252, 0.44328], [-15.66758, 5.04266, -0.63262], [-21.57383, 3.75449, -2.04031], [-17.41650, 5.48953, 1.63755], [-24.46978, -1.05491, -7.08449], [-22.28418, -0.01283, 3.07675], [-25.36514, -0.61015, -3.42361], [-25.98085, 0.39812, -4.73110], [-22.06885, 2.81828, -2.82132], [-23.67766, 3.76487, 3.19136], [-19.09728, 7.87960, -0.90844], [-20.96213, 6.41246, -0.02764], [-19.77804, 10.18307, -1.24454], [-22.26487, 2.72712, 5.18197], [-14.36862, 5.42828, 0.46976], [-19.27131, 5.87504, 2.47231], [-16.28945, 6.00069, 1.13693], [-23.88076, 4.44752, -3.67583], [-20.96010, 4.42874, 2.28310], [-22.52452, 8.00533, 0.00086], [-21.96636, 1.97635, 4.46243], [-20.90172, -0.42254, 0.04710], [-21.77023, 0.21697, 2.17391], [-23.25309, -2.04483, -3.76453], [-20.70458, 1.91801, 0.75968]], "forces_ev_per_a": [[-0.3, 0.3, 0.4], [-0.4, -0.1, 0.7], [-0.3, -0.1, 0.6], [0.2, 1.1, -0.1], [0.1, -0.9, 0.5], [0.0, -0.8, -0.7], [-0.3, 0.5, -0.1], [0.8, 0.6, -0.6], [-0.5, 0.3, 0.0], [1.1, 0.4, -0.7], [0.0, 0.5, -0.6], [0.4, -0.1, 0.0], [0.2, 0.3, -0.3], [-0.1, -0.1, 0.3], [-0.4, -0.2, 0.2], [-0.1, -0.2, -0.6], [-0.3, 0.2, 0.1], [0.1, -0.9, 0.1], [0.2, -0.3, 1.2], [0.1, 0.0, 0.3], [-1.5, 0.3, -0.1], [-1.3, 0.0, -0.2], [0.6, 0.1, 0.7], [0.0, 0.2, -0.2], [0.5, 0.5, -0.3], [0.1, -0.2, 0.0], [0.8, -0.3, 0.8], [0.1, 1.7, -0.5], [-0.1, 0.3, 0.0], [0.1, 0.1, 0.2], [-0.4, -0.6, 0.0], [-0.8, 0.9, 0.5], [0.8, 0.8, -0.3], [0.1, -0.7, 0.1], [0.5, -0.7, 0.0], [0.1, 0.5, 0.1], [-0.3, -0.4, -0.5], [0.5, 0.0, 0.1], [-0.4, 0.6, -0.3], [0.5, 0.7, 0.1], [-0.2, 0.2, -0.1], [-1.0, -0.6, 0.4], [-0.2, -0.2, 0.1], [-1.2, 0.2, -0.6], [-0.6, -0.4, 0.5], [-0.1, 0.3, 0.6], [-0.4, 0.2, 0.1], [0.2, 0.4, 0.0], [0.6, -0.5, -0.4], [-0.6, -0.4, 0.1], [-0.2, -0.4, -0.2], [-0.1, 0.1, -0.1], [0.3, 0.4, 0.0], [0.0, 0.0, -0.3], [0.3, 0.5, -0.9], [0.3, -0.3, -0.3], [0.8, 0.5, 1.8], [-0.1, 0.2, -0.7], [0.2, -0.3, -0.3], [-0.5, 0.3, 0.1], [0.5, 0.2, -0.6], [-0.9, 0.3, -0.3], [0.4, -0.4, 0.2], [-1.1, -0.7, -1.2], [0.8, -0.2, -0.1], [0.0, 0.0, -0.5], [-0.4, -0.2, -0.3], [-0.2, 0.4, 0.0], [0.3, -0.1, -0.2], [0.3, 0.1, 0.2], [0.4, -0.3, 0.0], [0.2, 0.4, 0.3], [-0.5, -0.2, -0.4], [-0.1, 0.0, 0.4], [0.0, 0.2, -0.1], [-0.4, -0.1, 0.7], [-0.1, -0.2, 0.8], [-0.2, -0.3, -0.2], [-0.6, 0.1, 0.0], [0.2, 0.8, -0.6], [-0.5, -0.6, -0.7], [0.1, -0.1, -0.7], [0.6, -0.6, 0.1], [0.0, -1.7, -0.6], [0.1, -0.1, -0.2], [0.3, 0.3, 0.0], [-0.4, 0.3, 0.1], [-0.1, 0.4, 0.3], [-0.3, -0.2, 0.5], [-0.1, -0.1, 0.7], [-0.1, -0.1, 0.0], [0.8, -0.2, 0.6], [0.0, 0.0, 0.0], [0.2, 0.2, -0.3], [0.1, 0.6, -0.7], [1.5, 0.5, -0.1], [-0.2, 0.3, 0.0], [0.9, 0.0, 0.0], [-0.2, -0.3, 0.2], [-0.5, 0.1, 0.3], [0.3, -0.7, 0.8], [-0.2, 0.7, -0.7], [-0.3, 0.6, -0.1], [0.5, -0.5, -0.8], [-0.2, -1.6, 1.5], [0.8, -0.3, -1.4], [0.0, 0.1, 0.7], [0.1, -1.0, 1.2]]}